(1)
Formula: C18H17F3NO6S3
Source: the OMol25 dataset
Level of theory: the ωB97M-V functional and the def2-TZVPD basis

Geometry (Å):
C  1.311  0.199  4.937
C  1.340  0.761  3.590
C  2.430  0.279  2.730
C  3.803  0.252  3.241
C  4.511  -1.075  3.183
O  4.374  1.265  3.732
O  0.442  1.547  3.207
H  1.587  -0.856  4.917
H  2.044  0.811  5.485
H  0.308  0.342  5.312
H  2.946  0.067  1.442
H  3.792  -1.929  3.130
H  5.185  -1.126  2.290
H  5.148  -1.195  4.101
F  2.032  -2.147  0.465
C  1.617  -1.007  -0.081
F  2.487  -0.511  -0.963
F  0.417  -1.144  -0.657
S  1.584  0.305  1.297
N  -1.029  1.131  -1.463
S  -0.074  2.272  -2.119
C  -0.595  1.554  -3.648
C  0.326  1.155  -4.618
C  -0.172  0.530  -5.766
C  -1.539  0.267  -5.877
C  -2.433  0.594  -4.851
C  -1.952  1.239  -3.716
O  -0.554  3.636  -2.004
O  1.364  2.039  -2.043
S  -2.013  1.502  -0.221
C  -2.225  -0.151  0.478
C  -3.139  -0.917  -0.243
C  -3.331  -2.236  0.129
C  -2.687  -2.770  1.221
C  -1.868  -1.982  2.010
C  -1.657  -0.630  1.681
O  -1.420  2.215  0.928
O  -3.274  1.920  -0.785
H  1.402  1.334  -4.451
H  0.530  0.266  -6.566
H  -1.923  -0.211  -6.771
H  -3.491  0.388  -4.897
H  -2.607  1.473  -2.882
H  -3.661  -0.442  -1.067
H  -4.036  -2.818  -0.490
H  -2.831  -3.836  1.459
H  -1.364  -2.388  2.880
H  -1.106  0.027  2.332

Results
Gap between HOMO and LUMO: 7.4 eV
F_max: 5.50 eV/Å
HOMO: -5.42 eV
E_LUMO: 2.0 eV
Spin multiplicity: 1
Charge: -1
Relative energy (zero: lowest compared OMol25 entry of this formula, charge and spin): 356.1 kJ/mol

=====

(2)
Formula: C39H39BrN3P2SV
Source: the OMol25 dataset
Level of theory: the ωB97M-V functional and the def2-TZVPD basis

Geometry (Å):
V  -0.402  0.053  -0.114
N  0.030  2.981  0.158
P  -0.880  1.994  1.281
C  -0.410  2.729  2.874
C  -0.625  1.997  4.041
C  -0.305  2.544  5.272
C  0.241  3.818  5.345
C  0.458  4.548  4.186
C  0.136  4.010  2.949
C  -2.586  2.578  1.032
C  -3.556  1.691  0.576
C  -4.859  2.123  0.383
C  -5.197  3.437  0.669
C  -4.234  4.324  1.133
C  -2.929  3.901  1.308
P  0.156  2.042  -1.293
C  1.415  2.884  -2.278
C  2.347  3.754  -1.720
C  3.227  4.434  -2.547
C  3.194  4.230  -3.918
C  2.292  3.330  -4.470
C  1.403  2.654  -3.654
C  -1.372  2.422  -2.193
C  -1.880  3.716  -2.263
C  -3.035  3.955  -2.987
C  -3.675  2.915  -3.653
C  -3.160  1.630  -3.601
C  -2.009  1.383  -2.867
H  0.951  3.188  0.539
H  -1.037  0.995  3.984
H  -0.478  1.977  6.177
H  0.503  4.239  6.306
H  0.876  5.544  4.240
H  0.300  4.602  2.058
H  -3.283  0.657  0.384
H  -5.615  1.443  0.013
H  -6.217  3.775  0.539
H  -4.507  5.346  1.362
H  -2.174  4.589  1.666
H  2.401  3.915  -0.651
H  3.940  5.124  -2.117
H  3.872  4.777  -4.560
H  2.280  3.160  -5.538
H  0.688  1.960  -4.081
H  -1.369  4.524  -1.754
H  -3.436  4.959  -3.039
H  -4.572  3.113  -4.226
H  -3.645  0.829  -4.145
H  -1.573  0.387  -2.849
Br  0.483  -1.398  -2.144
C  1.832  -2.200  -1.035
C  2.526  -3.265  -1.526
C  3.553  -3.820  -0.744
C  3.839  -3.292  0.483
C  3.108  -2.197  0.996
C  3.408  -1.654  2.267
C  2.714  -0.583  2.751
C  1.668  -0.025  1.992
C  1.309  -0.521  0.754
C  2.057  -1.619  0.227
H  2.303  -3.680  -2.500
H  4.117  -4.657  -1.131
H  4.638  -3.708  1.084
H  4.206  -2.102  2.845
H  2.953  -0.166  3.720
H  1.148  0.816  2.427
C  -3.046  -1.639  3.109
N  -3.791  -2.009  1.908
C  -4.970  -2.836  2.172
C  -3.260  -1.883  0.689
S  -1.527  -1.809  0.528
N  -4.042  -1.896  -0.391
C  -3.532  -2.098  -1.741
C  -5.453  -1.518  -0.344
H  -3.765  -1.355  3.877
H  -2.397  -0.794  2.906
H  -2.444  -2.471  3.479
H  -4.700  -3.583  2.919
H  -5.287  -3.360  1.277
H  -5.796  -2.242  2.565
H  -2.598  -2.650  -1.728
H  -3.378  -1.140  -2.244
H  -4.269  -2.666  -2.307
H  -5.704  -1.086  0.619
H  -6.100  -2.373  -0.541
H  -5.632  -0.769  -1.117

Results
Gap between HOMO and LUMO (alpha / beta): 6.6 / 7.3 eV
F_max: 1.74 eV/Å
HOMO (alpha / beta): -12.96 / -13.11 eV
E_LUMO (alpha / beta): -6.3 / -5.8 eV
Expectation value of S²: 2.03
Spin multiplicity: 3
Charge: +2

=====

(3)
Formula: C24H24F5N8O2S3SeV
Source: the OMol25 dataset
Level of theory: the ωB97M-V functional and the def2-TZVPD basis

Geometry (Å):
V  0.524  -1.864  0.630
N  0.620  -1.869  2.943
N  -0.658  -1.485  3.365
C  -1.476  -0.850  2.447
O  -2.510  -0.319  2.806
O  -1.028  -0.886  1.222
H  0.834  -2.805  3.270
H  1.332  -1.229  3.286
H  -0.843  -1.353  4.346
N  0.912  0.497  -0.743
C  1.701  -0.687  -0.680
S  2.678  -0.981  0.706
N  1.974  -1.149  -1.972
C  2.658  -2.342  -2.310
C  3.894  -2.685  -1.771
C  4.518  -3.857  -2.176
C  3.940  -4.677  -3.134
C  2.723  -4.315  -3.694
C  2.081  -3.160  -3.279
H  1.008  1.048  0.101
H  1.132  1.060  -1.557
H  1.171  -1.008  -2.570
H  4.376  -2.040  -1.054
H  5.477  -4.117  -1.749
H  4.439  -5.583  -3.451
H  2.263  -4.938  -4.450
H  1.116  -2.897  -3.698
C  2.172  5.977  2.605
C  1.071  5.529  1.700
C  0.649  6.280  0.604
C  -0.365  5.762  -0.171
N  -0.946  4.585  0.090
C  -0.457  3.952  1.141
S  -1.120  2.380  1.670
N  0.505  4.348  1.960
H  2.290  7.058  2.584
H  3.112  5.526  2.280
H  1.978  5.643  3.622
H  1.097  7.236  0.374
H  -0.741  6.303  -1.031
F  2.824  -8.030  -0.396
C  2.047  -6.959  -0.500
C  1.154  -6.841  -1.554
F  1.087  -7.805  -2.465
C  0.358  -5.715  -1.676
F  -0.462  -5.631  -2.722
C  0.423  -4.674  -0.758
S  -0.580  -3.233  -0.878
C  1.323  -4.842  0.271
F  1.416  -3.832  1.204
C  2.136  -5.941  0.433
F  2.984  -6.020  1.455
C  -4.653  1.952  2.263
N  -4.637  2.865  1.118
C  -5.550  3.867  0.899
C  -5.191  4.495  -0.245
N  -4.050  3.880  -0.699
C  -3.322  4.238  -1.914
C  -3.724  2.887  0.138
Se  -2.256  1.697  -0.059
H  -5.689  1.777  2.539
H  -4.114  2.402  3.094
H  -4.171  1.014  1.998
H  -6.372  4.043  1.569
H  -5.643  5.317  -0.769
H  -3.526  5.283  -2.135
H  -3.652  3.619  -2.746
H  -2.260  4.099  -1.728

Results
Gap between HOMO and LUMO (alpha / beta): 7.2 / 6.8 eV
F_max: 0.64 eV/Å
HOMO (alpha / beta): -10.06 / -9.65 eV
E_LUMO (alpha / beta): -2.8 / -2.8 eV
Expectation value of S²: 0.85
Spin multiplicity: 2
Charge: +1
Relative energy (zero: lowest compared OMol25 entry of this formula, charge and spin): 118.7 kJ/mol